82
Properties=species:S:1:pos:R:3 method="wB97M-V/def2-TZVPD" gap_ev=8.0 multiplicity=1 lumo_ev=-3.95 charge=+1
C 2.236 -1.796 3.878
C 2.120 -0.723 2.646
C 0.562 -0.535 2.068
C -0.258 -1.937 1.932
C -1.188 -2.120 0.609
C -1.660 -0.756 -0.151
C -2.726 0.182 0.666
C -3.005 1.654 -0.078
C -3.070 2.759 1.131
N -4.246 2.777 1.838
C -4.253 3.784 2.989
C -4.653 2.776 4.262
C -6.137 2.082 4.040
C -6.084 0.527 3.520
I -7.201 2.027 5.996
C -2.607 3.993 3.205
C -2.001 3.870 1.686
C -0.400 3.609 1.450
N 0.391 3.291 2.699
C 1.820 3.761 2.359
H 3.392 -1.848 4.168
H 1.683 -1.457 4.864
H 1.955 -2.915 3.572
H 2.862 -0.928 1.745
H 2.414 0.338 3.096
H 0.008 0.108 2.909
H 0.676 0.095 1.091
H 0.556 -2.811 1.898
H -0.840 -2.119 2.959
H -2.184 -2.675 0.961
H -0.676 -2.876 -0.153
H -0.761 -0.074 -0.541
H -2.220 -1.101 -1.147
H -2.214 0.454 1.705
H -3.757 -0.322 0.902
H -4.073 1.583 -0.596
H -2.215 1.906 -0.904
H -4.975 2.110 1.504
H -4.890 4.764 2.881
H -3.863 1.890 4.205
H -4.525 3.302 5.305
H -6.715 2.764 3.270
H -7.109 0.012 3.845
H -5.237 -0.029 4.120
H -6.013 0.394 2.360
H -2.376 5.067 3.666
H -2.120 3.283 4.028
H -2.205 4.902 1.174
H -0.274 2.692 0.698
H 0.031 4.582 0.918
H 0.484 2.241 2.824
H 2.651 3.111 2.865
H 2.010 3.695 1.185
H 1.914 4.887 2.745
C 5.182 2.044 -1.973
C 3.711 1.967 -2.342
O 3.332 0.611 -2.625
C 3.067 -0.182 -1.537
O 3.142 0.206 -0.373
C 2.630 -1.576 -1.982
F 3.422 -2.086 -2.969
F 1.358 -1.582 -2.475
F 2.651 -2.490 -0.971
H 5.800 1.592 -2.756
H 5.492 3.084 -1.833
H 5.387 1.495 -1.049
H 3.533 2.545 -3.255
H 3.075 2.395 -1.559
C 2.392 -3.640 -5.284
C 3.578 -4.073 -6.126
O 3.461 -5.457 -6.489
C 2.644 -5.735 -7.556
O 2.029 -4.879 -8.187
C 2.652 -7.231 -7.863
F 2.526 -7.999 -6.742
F 3.810 -7.626 -8.465
F 1.642 -7.610 -8.696
H 2.279 -4.292 -4.412
H 2.517 -2.609 -4.941
H 1.459 -3.704 -5.852
H 4.498 -3.974 -5.540
H 3.693 -3.444 -7.016